The following is a DFT calculation (the ωB97M-V functional and the def2-TZVPD basis) of C27H35MgN8O6S as an isolated structure.

Each line ends with the Mulliken charge.
Cartesian coordinates (Å):
Mg: 0.25 1.33 0.15  1.06
O: 3.40 -3.25 2.76  -0.58
C: 2.84 -2.17 2.14  1.14
C: 2.86 -2.03 0.75  -0.67
C: 2.25 -0.91 0.22  -0.10
N: 1.69 0.01 0.98  0.28
C: 1.65 -0.12 2.30  0.22
C: 2.22 -1.21 2.94  -0.82
C: 0.85 0.99 3.01  0.20
O: 0.72 0.90 4.23  -0.80
O: 0.39 1.85 2.21  -0.74
C: 2.08 -0.65 -1.28  0.77
O: 2.74 -1.34 -2.06  -0.90
O: 1.27 0.29 -1.54  -1.17
H: 3.81 -3.81 2.09  0.30
H: 3.31 -2.76 0.10  0.45
H: 2.17 -1.31 4.01  0.57
C: -1.33 4.82 -0.35  -1.58
C: -1.79 3.50 -0.99  1.80
C: -3.23 3.21 -0.55  -1.63
C: -1.75 3.64 -2.52  -1.65
O: -0.97 2.47 -0.59  -0.01
H: -0.31 5.04 -0.67  0.26
H: -1.33 4.72 0.73  0.32
H: -1.97 5.66 -0.63  0.43
H: -3.94 3.98 -0.89  0.40
H: -3.28 3.16 0.54  0.32
H: -3.55 2.24 -0.95  0.32
H: -2.46 4.39 -2.89  0.40
H: -1.98 2.67 -2.97  0.33
H: -0.74 3.92 -2.83  0.30
C: 4.68 0.03 -3.48  -1.08
C: 4.42 1.52 -3.28  -0.68
N: 3.47 1.81 -2.22  0.13
C: 3.65 2.70 -1.22  0.25
S: 2.36 3.47 -0.50  -0.53
N: 4.95 2.96 -0.85  -0.22
C: 5.90 1.88 -0.60  -0.05
C: 7.32 2.27 -0.96  -1.34
H: 5.57 -0.10 -4.10  0.36
H: 3.84 -0.46 -3.96  0.34
H: 4.83 -0.48 -2.53  0.22
H: 4.02 1.95 -4.21  0.45
H: 5.34 2.06 -3.07  0.36
H: 2.51 1.51 -2.33  0.24
H: 4.95 3.67 -0.12  0.36
H: 5.59 1.01 -1.18  0.00
H: 5.84 1.58 0.45  0.42
H: 7.39 2.59 -2.00  0.30
H: 8.00 1.43 -0.80  0.36
H: 7.66 3.10 -0.34  0.33
C: -0.86 -2.17 -0.90  -1.73
C: -1.44 -1.50 0.30  1.02
N: -1.25 -0.25 0.65  -0.14
C: -2.01 -0.04 1.78  -1.01
C: -2.66 -1.18 2.12  -0.59
N: -2.29 -2.12 1.17  0.30
C: -2.72 -3.48 1.13  -1.46
N: -4.08 -3.64 0.67  0.79
N: -4.34 -3.79 -0.65  -0.43
N: -5.60 -3.86 -0.84  -0.71
C: -6.23 -3.76 0.39  0.13
C: -7.59 -3.79 0.73  -0.64
C: -7.90 -3.68 2.06  -0.49
C: -6.90 -3.53 3.05  -0.65
C: -5.56 -3.50 2.73  -0.64
C: -5.25 -3.62 1.37  1.36
H: -0.41 -1.41 -1.54  0.10
H: -1.64 -2.69 -1.46  0.58
H: -0.08 -2.89 -0.63  0.36
H: -2.01 0.92 2.27  0.63
H: -3.32 -1.41 2.93  0.39
H: -2.65 -3.92 2.12  0.45
H: -2.08 -4.04 0.45  0.46
H: -8.34 -3.90 -0.03  0.42
H: -8.94 -3.69 2.37  0.36
H: -7.20 -3.43 4.08  0.37
H: -4.81 -3.38 3.49  0.35

Properties
**HOMO-LUMO gap**: 6.707 eV
**Relative energy (zero: lowest compared OMol25 entry of this formula, charge and spin)**: 0.000 eV
**Highest occupied orbital energy**: -4.79 eV
**Charge**: -1

The following is a DFT calculation (the ωB97M-V functional and the def2-TZVPD basis) of an isolated ion of composition C6H7N2 and charge +1 in a non-equilibrium geometry.

Each line ends with the Mulliken charge.
Cartesian coordinates (Å):
C: -1.22 1.19 -0.02  -1.60
C: -0.05 0.37 -0.36  0.52
C: -0.08 -0.64 -1.45  -0.19
N: 0.77 -1.63 -1.54  -0.36
C: 1.78 -1.81 -0.84  0.40
C: 2.37 -1.75 0.28  -0.33
C: 1.05 -1.31 1.06  0.03
N: 0.29 -0.42 0.76  -0.27
H: -1.02 1.95 0.61  0.45
H: -2.05 0.67 0.43  0.38
H: -1.70 1.79 -0.85  0.39
H: 0.90 1.02 -0.61  0.29
H: -0.94 -0.62 -2.08  0.45
H: 3.28 -2.27 0.77  0.37
H: 1.10 -1.67 2.07  0.46

Properties
**HOMO-LUMO gap (spin up / spin down)**: 8.127 / 8.126 eV
**Relative energy (zero: lowest compared OMol25 entry of this formula, charge and spin)**: 4.693 eV
**Highest occupied orbital energy (spin up / spin down)**: -14.44 / -14.44 eV
**Charge**: +1
**SMILES**: C[C@@H]1C=[N+]=C=CC=N1

The following is a DFT calculation (the ωB97M-V functional and the def2-TZVPD basis) of an isolated ion of composition C9H15IN5 and charge +1 in a non-equilibrium geometry.

Each line ends with the Mulliken charge.
Cartesian coordinates (Å):
C: 2.82 -1.73 0.16  -1.20
N: 1.60 -2.13 0.84  0.01
C: 1.78 -3.12 1.85  -0.99
C: 0.47 -1.63 0.49  0.41
N: -0.67 -2.08 1.12  -0.53
C: -1.84 -1.57 0.88  -0.39
N: -2.16 -0.52 0.22  -0.58
C: -1.07 0.04 -0.37  -0.40
C: 0.26 -0.50 -0.29  0.82
N: 1.18 0.44 -0.96  -0.39
C: 0.24 1.26 -1.76  -0.77
N: -1.11 1.34 -1.08  0.30
C: -1.34 2.51 -0.16  -0.35
C: -2.43 3.38 -0.78  -1.12
I: -2.89 4.92 0.65  0.15
H: 3.37 -1.16 0.93  0.39
H: 3.30 -2.58 -0.14  0.44
H: 2.58 -1.29 -0.83  0.38
H: 2.65 -2.88 2.57  0.27
H: 0.90 -3.24 2.34  0.42
H: 1.76 -4.07 1.31  0.37
H: -2.75 -2.09 1.36  0.35
H: 1.71 0.89 -0.19  0.31
H: 0.68 2.25 -1.92  0.47
H: 0.17 0.74 -2.62  0.38
H: -1.93 1.24 -1.75  0.49
H: -1.59 2.02 0.85  0.37
H: -0.35 3.11 -0.09  0.39
H: -2.14 3.81 -1.70  0.48
H: -3.21 2.63 -0.92  0.52

Properties
**HOMO-LUMO gap**: 8.914 eV
**Relative energy (zero: lowest compared OMol25 entry of this formula, charge and spin)**: 0.000 eV
**Highest occupied orbital energy**: -11.96 eV
**Charge**: +1
**SMILES**: CN(C)c1ncnc2c1NC[N@@H+]2CCI